No. 1
# C32H30N3O7RhSb

A molecular structure, C32H30N3O7RhSb (the ωB97M-V functional and the def2-TZVPD basis, OMol25).

electronic energy	-2279.3297	a.u.
strongest force on any atom	0.003	hartree/bohr
energy relative to the best compared isomer or geometry (same formula, charge and spin)	0.0	kcal/mol
LUMO level	1.623	eV
net charge	-1

```
74
C32H30N3O7RhSb | OMol25 | the ωB97M-V functional and the def2-TZVPD basis
Rh -0.0979 0.2013 0.7514
N -0.7106 -1.0748 2.1519
C 0.3789 -1.1855 3.1570
C 1.6987 -1.2662 2.3856
O 2.5757 -2.0398 2.7382
N 1.7105 -0.4498 1.3061
C 2.4464 -0.9254 0.1423
C 1.4421 -1.5486 -0.8416
O 1.8059 -2.2011 -1.7959
O 0.1808 -1.3130 -0.5541
H -1.5993 -0.7864 2.5516
H -0.8474 -1.9562 1.6591
H 0.2626 -2.0700 3.7793
H 0.3509 -0.2951 3.7840
H 3.1840 -1.6771 0.4196
H 2.9686 -0.1122 -0.3689
O -0.5337 5.4683 5.2920
C -1.4831 5.0535 4.6044
O -2.6728 5.3965 4.5405
C -1.1049 3.8812 3.6523
C 0.1812 3.3514 3.6700
C 0.4973 2.2937 2.8438
N -0.4112 1.7623 2.0172
C -1.6511 2.2803 1.9614
C -2.0291 3.3337 2.7686
C -2.5784 1.6359 0.9457
O -3.7261 2.0121 0.8336
O -2.0326 0.6746 0.2600
H 0.9052 3.7899 4.3431
H 1.4800 1.8378 2.8180
H -3.0329 3.7319 2.7209
C -0.2868 -2.7787 -4.5884
C -1.0181 -1.9355 -5.6010
C -1.2088 -2.4066 -6.8975
C -1.9331 -1.6771 -7.8289
C -2.4905 -0.4601 -7.4695
C -2.2942 0.0287 -6.1850
C -1.5424 -0.6820 -5.2514
Sb -1.3421 0.0010 -3.2177
C -2.1409 1.9974 -3.4259
C -3.1644 2.2602 -2.5105
C -3.7606 3.5101 -2.4199
C -3.3379 4.5209 -3.2665
C -2.3197 4.2765 -4.1759
C -1.6997 3.0313 -4.2692
C -0.5650 2.8808 -5.2504
C 0.7227 0.6425 -3.3814
C 1.4952 0.2950 -4.4859
C 2.8029 0.7316 -4.6242
C 3.3627 1.5478 -3.6520
C 2.6062 1.9015 -2.5486
C 1.2934 1.4519 -2.3971
C 0.5682 1.8558 -1.1411
H 0.0950 -3.6944 -5.0395
H -0.9473 -3.0624 -3.7647
H 0.5544 -2.2581 -4.1246
H -0.7926 -3.3685 -7.1758
H -2.0700 -2.0666 -8.8303
H -3.0715 0.1101 -8.1839
H -2.7297 0.9814 -5.9037
H -3.4852 1.4846 -1.8233
H -4.5312 3.6815 -1.6803
H -3.7909 5.5034 -3.2137
H -1.9868 5.0740 -4.8318
H 0.3948 3.1040 -4.7783
H -0.6955 3.5722 -6.0848
H -0.5008 1.8724 -5.6501
H 1.0688 -0.3162 -5.2724
H 3.3792 0.4385 -5.4929
H 4.3797 1.9054 -3.7517
H 3.0329 2.5416 -1.7827
H 0.7682 2.8906 -0.8607
H 1.0530 1.2873 -0.3026
H -0.5127 1.7439 -1.1993
```

---

No. 2
# C32H31As2Cl3N2O11SW

A molecular structure, C32H31As2Cl3N2O11SW at a distorted geometry (the ωB97M-V functional and the def2-TZVPD basis, OMol25).

electronic energy	-8491.9384	a.u.
strongest force on any atom	0.033	hartree/bohr
energy relative to the best compared isomer or geometry (same formula, charge and spin)	0.0	kcal/mol
LUMO level (alpha / beta)	-7.659 / -7.793	eV
multiplicity	3
net charge	+2

```
83
C32H31As2Cl3N2O11SW | OMol25 | the ωB97M-V functional and the def2-TZVPD basis
W -0.2122 -1.2491 -1.0084
Cl 3.5202 -1.7261 5.4942
C 2.7679 -1.3369 3.9943
C 1.4908 -0.8046 3.9857
C 0.8778 -0.5275 2.7771
Cl -0.7181 0.1268 2.8266
C 1.5067 -0.7697 1.5511
O 0.9265 -0.4543 0.3678
C 2.8237 -1.2294 1.6106
Cl 3.7262 -1.3538 0.1529
C 3.4484 -1.5383 2.8061
H 0.9709 -0.6065 4.9122
H 4.4631 -1.9098 2.8085
C -2.3375 -3.8823 6.4148
C -2.0879 -3.7005 4.9488
C -0.7974 -3.5069 4.4604
C -0.5571 -3.3539 3.1067
C -1.6383 -3.4080 2.2377
C -2.9419 -3.6369 2.6869
C -3.1540 -3.7626 4.0426
S -1.3997 -3.3167 0.5367
O -1.8614 -4.4783 -0.1339
O 0.0590 -2.9356 0.2662
N -2.0124 -1.9924 -0.1807
C -2.4775 -0.7648 0.2913
C -3.5867 -0.4201 1.0316
C -3.8017 0.9336 1.2265
C -2.9270 1.8835 0.6922
C -1.8346 1.4563 -0.0274
N -1.6323 0.1466 -0.2143
H -1.4751 -3.5886 7.0090
H -2.5531 -4.9314 6.6272
H -3.2013 -3.3026 6.7389
H 0.0369 -3.4849 5.1506
H 0.4480 -3.2234 2.7320
H -3.7608 -3.7381 1.9852
H -4.1569 -3.9361 4.4109
H -4.2562 -1.1760 1.4143
H -4.6632 1.2603 1.7936
H -3.0939 2.9392 0.8458
H -1.1076 2.1349 -0.4528
C -4.4937 0.9337 -4.2170
O -3.1673 0.3718 -4.0507
C -2.9916 -0.3934 -2.9774
O -3.8130 -0.6305 -2.1393
C -1.5401 -0.8537 -2.9650
C -1.1868 -2.1328 -3.2342
As 0.5251 -3.0596 -2.9266
C 1.1597 -3.5328 -4.7171
C 1.6326 -1.3726 -2.6679
C 1.3443 -0.0609 -2.7080
As -0.3940 0.7715 -3.2924
C -0.1281 0.3909 -5.1982
C 2.4197 0.9859 -3.0632
O 2.6398 1.0377 -4.2426
O 2.9848 1.8182 -2.2254
C 2.6219 1.9632 -0.8474
C 3.0269 -1.9546 -2.6434
O 3.1502 -3.1550 -2.5418
O 3.9857 -1.0865 -2.8411
C 5.3302 -1.6224 -2.9522
C -2.1553 -3.2592 -3.5274
O -1.7371 -4.3930 -3.4951
O -3.3591 -2.8768 -3.8749
C -4.2858 -3.9447 -4.2100
H -4.4101 1.6326 -5.0410
H -4.8015 1.4353 -3.3033
H -5.1945 0.1376 -4.4562
H 0.3630 -4.1126 -5.1782
H 2.0367 -4.1500 -4.5513
H 1.3943 -2.6406 -5.2904
H 0.0638 -0.6697 -5.3327
H 0.7191 0.9843 -5.5307
H -1.0411 0.6887 -5.7096
H 3.5395 1.9119 -0.2673
H 1.9462 1.1810 -0.5240
H 2.1718 2.9472 -0.7298
H 5.9689 -0.7600 -3.1015
H 5.3807 -2.2970 -3.8032
H 5.5935 -2.1604 -2.0442
H -5.2141 -3.4485 -4.4669
H -4.4121 -4.5969 -3.3497
H -3.8981 -4.5133 -5.0513
```

---

No. 3
# C32H31ClNO4P2RhS2

A molecular structure, C32H31ClNO4P2RhS2 (the ωB97M-V functional and the def2-TZVPD basis, OMol25).

electronic energy	-3643.5785	a.u.
strongest force on any atom	0.010	hartree/bohr
energy relative to the best compared isomer or geometry (same formula, charge and spin)	46.4	kcal/mol
LUMO level (alpha / beta)	-1.254 / -1.254	eV
net charge	0

```
74
C32H31ClNO4P2RhS2 | OMol25 | the ωB97M-V functional and the def2-TZVPD basis
Rh -0.4792 -1.4684 -0.6612
C 1.9724 -2.2948 1.8286
C 0.8895 -1.4717 2.5248
P -0.6486 -1.4155 1.5131
C -1.5736 -0.0229 2.2658
C -2.7446 0.4111 1.6438
C -3.4967 1.4395 2.1894
C -3.0850 2.0621 3.3606
C -1.9250 1.6376 3.9912
C -1.1805 0.5955 3.4517
C -1.5552 -2.8548 2.1941
C -1.1822 -4.1314 1.7745
C -1.8360 -5.2486 2.2693
C -2.8804 -5.1059 3.1712
C -3.2676 -3.8396 3.5823
C -2.6095 -2.7186 3.0963
C 2.7066 -1.4446 0.7996
P 1.6351 -0.9673 -0.6319
C 1.9828 0.8248 -0.8118
C 2.0024 1.6743 0.2936
C 2.1366 3.0476 0.1361
C 2.2414 3.5980 -1.1338
C 2.1859 2.7652 -2.2434
C 2.0485 1.3941 -2.0842
C 2.5907 -1.6225 -2.0473
C 3.9006 -1.1754 -2.2502
C 4.6504 -1.6541 -3.3087
C 4.0970 -2.5867 -4.1811
C 2.8036 -3.0358 -3.9816
C 2.0450 -2.5567 -2.9174
H 1.5306 -3.1628 1.3325
H 2.6840 -2.6803 2.5614
H 1.2473 -0.4513 2.6861
H 0.6398 -1.8910 3.5008
H -3.0717 -0.0705 0.7294
H -4.4086 1.7536 1.6969
H -3.6728 2.8652 3.7872
H -1.6049 2.1046 4.9142
H -0.2945 0.2649 3.9764
H -0.4238 -4.2518 1.0131
H -1.5453 -6.2315 1.9221
H -3.4046 -5.9793 3.5382
H -4.0888 -3.7190 4.2774
H -2.9245 -1.7383 3.4281
H 3.5541 -1.9919 0.3854
H 3.1070 -0.5443 1.2694
H 1.9063 1.2698 1.2951
H 2.1683 3.6861 1.0112
H 2.3665 4.6669 -1.2571
H 2.2589 3.1826 -3.2405
H 1.9871 0.7583 -2.9584
H 4.3361 -0.4440 -1.5780
H 5.6631 -1.3013 -3.4575
H 4.6798 -2.9579 -5.0149
H 2.3692 -3.7646 -4.6537
H 1.0348 -2.9180 -2.7611
O -2.2268 1.2180 -2.0236
S -2.2867 -0.3930 -2.5016
O -3.2183 -0.3146 -3.5713
O -0.8971 -0.6881 -2.8350
O -2.7087 -1.0599 -1.2763
S -1.1039 1.5994 -0.8359
C -1.2842 3.2893 -1.1891
N -1.6972 3.6852 -2.4076
C -1.6820 4.9721 -2.8211
C -1.2735 5.9525 -1.9704
C -0.9017 5.5908 -0.6626
C -0.9059 4.2788 -0.2714
H -2.0341 2.9414 -3.0162
H -2.0148 5.1503 -3.8327
H -1.2588 6.9796 -2.3006
H -0.6255 6.3597 0.0468
H -0.6314 3.9738 0.7288
Cl -0.7670 -3.8239 -1.4970
```

---

No. 4
# C32H31F6KN10O2S

A molecular structure, C32H31F6KN10O2S (the ωB97M-V functional and the def2-TZVPD basis, OMol25).

electronic energy	-3533.5982	a.u.
strongest force on any atom	0.011	hartree/bohr
energy relative to the best compared isomer or geometry (same formula, charge and spin)	24.9	kcal/mol
LUMO level	3.922	eV
net charge	-2

```
83
C32H31F6KN10O2S | OMol25 | the ωB97M-V functional and the def2-TZVPD basis
K 0.1193 -0.5457 -0.0513
C -2.6408 1.8261 1.2180
N -1.9722 1.4560 2.4560
C -1.1429 2.5706 2.9281
C 0.0114 2.1148 3.7594
N -0.0504 1.5111 4.9201
C 1.2677 1.2088 5.2073
C 1.8169 0.5173 6.2872
C 3.1842 0.3136 6.3069
C 4.0083 0.7900 5.2736
C 3.4848 1.4845 4.1995
C 2.1076 1.6822 4.1846
N 1.2737 2.2968 3.2892
C -3.2099 0.6649 0.4735
N -2.6886 -0.5191 0.3727
C -3.4960 -1.2021 -0.5314
C -3.3159 -2.4540 -1.1121
C -4.2478 -2.8662 -2.0491
C -5.3296 -2.0540 -2.4174
C -5.5025 -0.7911 -1.8725
C -4.5608 -0.3837 -0.9341
N -4.3642 0.8035 -0.2552
H -1.9669 2.3537 0.5215
H -3.4669 2.5214 1.4230
H -1.4006 0.6220 2.3217
H -1.7673 3.2650 3.5000
H -0.7167 3.1270 2.0834
H 1.1761 0.1289 7.0702
H 3.6309 -0.2473 7.1201
H 5.0713 0.5820 5.3045
H 4.1067 1.8256 3.3814
H 1.4609 2.5418 2.3109
H -2.4295 -3.0349 -0.8937
H -4.1148 -3.8224 -2.5393
H -6.0317 -2.4104 -3.1622
H -6.3196 -0.1479 -2.1786
H -4.8729 1.6615 -0.3583
N 3.3508 3.7219 -1.4101
C 2.6584 2.8866 -0.5196
S 1.1408 3.5030 0.0650
N 3.2571 1.7687 -0.2652
N 2.5135 0.8723 0.5018
C 3.2466 0.0233 1.1150
C 2.8246 -1.0816 1.9753
C 3.8390 -1.9893 2.3119
C 3.6508 -3.0688 3.1491
C 2.3774 -3.2457 3.7074
C 1.3566 -2.3750 3.4239
C 1.5083 -1.2468 2.5504
O 0.5292 -0.4683 2.3253
H 3.1646 4.6960 -1.2329
H 4.3337 3.4880 -1.4504
H 4.3319 0.1066 0.9763
H 4.8229 -1.8162 1.8832
H 4.4627 -3.7486 3.3755
H 2.1940 -4.0794 4.3791
H 0.3753 -2.4969 3.8681
C 1.4256 -1.0524 -3.2013
C 0.4411 -2.2282 -3.0029
O -0.2752 -2.1387 -1.8861
C -0.5023 -2.2678 -4.2417
F 0.1163 -2.0997 -5.4455
F -1.4055 -1.2753 -4.1631
F -1.2038 -3.4141 -4.3517
C 1.2787 -3.5407 -2.9960
F 0.5564 -4.6311 -2.6969
F 2.2628 -3.4692 -2.0841
F 1.8906 -3.8125 -4.1866
H 0.8588 -0.1261 -3.3099
H 2.0824 -1.1634 -4.0675
H 2.0433 -0.9658 -2.3082
C -2.4927 1.0383 -5.6533
N -2.0564 1.5489 -4.3730
C -0.8668 2.1837 -4.1002
C -0.8564 2.4117 -2.7549
N -2.0126 1.9197 -2.1922
C -2.6942 1.4049 -3.1870
H -1.6338 0.9764 -6.3182
H -3.2447 1.6895 -6.1042
H -2.8967 0.0358 -5.5349
H -0.1434 2.3866 -4.8717
H -0.0891 2.8752 -2.1497
H -3.6319 0.8742 -3.1060
```

---

No. 5
# C32H31N2O

2 unconnected molecules or ions with the total composition C32H31N2O at a distorted geometry (the ωB97M-V functional and the def2-TZVPD basis, OMol25).

electronic energy	-1422.4008	a.u.
strongest force on any atom	0.048	hartree/bohr
energy relative to the best compared isomer or geometry (same formula, charge and spin)	79.3	kcal/mol
LUMO level	-4.651	eV
net charge	+1

```
66
C32H31N2O | OMol25 | the ωB97M-V functional and the def2-TZVPD basis
C -1.6227 -3.0802 2.6626
C -2.4730 -1.8728 2.4680
C -1.9260 -0.5888 2.2754
N -0.5229 -0.4236 2.1391
C 0.2943 -1.1011 1.2501
N 1.5553 -0.8559 1.7184
C 2.7560 -1.6284 1.4957
C 1.5360 0.1049 2.7306
C 0.2579 0.3467 3.0257
C -2.7252 0.5667 2.3325
C -2.1334 1.9329 2.2237
C -4.1193 0.4206 2.4356
C -4.6922 -0.8555 2.4915
C -6.1901 -1.0005 2.4216
C -3.8716 -1.9846 2.5760
H -2.1768 -3.9738 2.3341
H -0.7009 -3.0272 2.0667
H -1.3533 -3.2414 3.7222
H 2.5579 -2.5016 0.8600
H 3.5469 -1.0156 1.0516
H 3.1399 -1.9620 2.4845
H 2.4384 0.4414 3.2073
H -0.1844 0.9267 3.8172
H -2.9043 2.6325 1.8934
H -1.7609 2.3077 3.1927
H -1.3179 1.9890 1.4862
H -4.7639 1.3068 2.4655
H -6.4814 -2.0470 2.5469
H -6.6916 -0.4044 3.1895
H -6.5726 -0.6507 1.4604
H -4.3343 -2.9738 2.7130
C 3.3540 5.8613 -1.8259
C 4.0727 4.7554 -2.2920
C 3.5016 3.9027 -3.2366
C 2.1810 4.1322 -3.6276
O 1.4463 3.1570 -4.3233
C 1.1174 1.9600 -3.7026
C -0.2510 1.6746 -3.5370
C -0.6197 0.6470 -2.6781
C 0.3538 -0.1704 -2.0181
C 0.0101 -1.1520 -0.9830
C 0.4522 -2.5191 -1.0310
C -0.2666 -3.5267 -0.3201
C 0.3096 -4.7499 -0.0307
C 1.6014 -5.0453 -0.5001
C 2.2504 -4.1473 -1.3537
C 1.6584 -2.9334 -1.6864
C 1.7100 0.0850 -2.3372
C 2.0914 1.1085 -3.1946
C 1.4954 5.2972 -3.2612
C 2.0769 6.1464 -2.3230
H 3.7949 6.5112 -1.0706
H 5.0853 4.5521 -1.9393
H 4.0412 3.0458 -3.6360
H -0.9924 2.2967 -4.0367
H -1.6803 0.4353 -2.5149
H -0.9190 -0.9279 -0.4122
H -1.2828 -3.2846 0.0101
H -0.2469 -5.4868 0.5584
H 2.0789 -5.9887 -0.2307
H 3.2184 -4.4019 -1.7933
H 2.1239 -2.2895 -2.4296
H 2.5069 -0.5147 -1.8906
H 3.1371 1.2797 -3.4345
H 0.4977 5.4694 -3.6594
H 1.5282 7.0337 -1.9962
```

---

No. 6
# C32H31N2OS

A gas-phase ion, C32H31N2OS (charge +1) at a distorted geometry (the ωB97M-V functional and the def2-TZVPD basis, OMol25).

electronic energy	-1820.6153	a.u.
strongest force on any atom	0.089	hartree/bohr
LUMO level	-3.120	eV
net charge	+1

```
67
C32H31N2OS | OMol25 | the ωB97M-V functional and the def2-TZVPD basis
C 0.4351 0.0878 -3.0192
O 0.1264 0.4422 -1.7172
C -0.9917 0.4155 -0.9717
C -2.2753 0.1051 -1.9651
C -2.8176 -1.1043 -2.4389
C -3.8628 -1.1781 -3.4170
C -4.3599 -0.0062 -4.0238
C -5.4990 0.0118 -5.0078
C -3.7347 1.2154 -3.6913
C -2.7295 1.2189 -2.7207
H 1.1851 0.8486 -3.2135
H 0.9344 -0.8762 -2.9646
H -0.3965 0.1062 -3.7177
H -1.3608 1.4382 -0.5025
H -2.5019 -2.0270 -1.9678
H -4.3201 -2.1475 -3.7291
H -5.6886 1.0421 -5.2796
H -5.2651 -0.5599 -5.8967
H -6.3877 -0.3962 -4.5479
H -4.0566 2.1400 -4.2184
H -2.2936 2.1843 -2.4657
C 5.5627 2.7580 2.2931
C 5.6804 1.3576 2.2574
C 4.5924 0.5960 1.8210
C 3.3979 1.2094 1.4060
C 2.2969 0.2713 0.9040
C 2.7053 -0.4150 -0.4100
C 2.1856 -1.6763 -0.6774
C 2.5818 -2.3651 -1.8170
C 3.4904 -1.7860 -2.7128
C 3.9656 -0.4942 -2.4572
C 3.5910 0.1871 -1.3045
C 0.8778 0.8575 0.8745
C 0.6112 1.3944 2.3122
C -0.6699 1.0517 2.9452
N -0.9499 -0.3697 2.5582
C -2.0180 -1.0824 3.1741
C -2.4669 -2.1337 2.3677
C -3.4678 -2.9955 2.8284
C -3.9750 -2.7986 4.1320
C -3.4973 -1.7421 4.9322
C -2.5249 -0.8607 4.4484
S -1.6521 -2.1830 0.8504
C -0.7649 -0.7967 1.2949
N -0.2024 -0.1007 0.2707
C 3.2874 2.6073 1.4692
C 4.3727 3.3876 1.9082
H 6.4033 3.3626 2.6238
H 6.6099 0.8559 2.5642
H 4.6515 -0.4991 1.8026
H 2.2598 -0.5252 1.6699
H 1.4881 -2.1251 0.0309
H 2.1598 -3.3448 -2.0135
H 3.8084 -2.3290 -3.6114
H 4.6369 -0.0144 -3.1608
H 3.9979 1.1731 -1.0844
H 0.8301 1.6934 0.1911
H 1.3814 1.0592 3.0094
H 0.7466 2.4698 2.3864
H -0.6641 1.0989 4.0379
H -1.4989 1.6532 2.5754
H -3.8107 -3.8092 2.1744
H -4.7401 -3.4914 4.5205
H -3.8831 -1.6120 5.9372
H -2.1335 -0.0290 5.0263
H 2.3430 3.0922 1.1917
H 4.2639 4.4818 1.9355
```

---

> Which of these has the highest net charge?

C32H31As2Cl3N2O11SW